No. 1
C57H59FN3O2 | ωB97M-V with the def2-TZVPD basis set

Its net charge is +1. Its HOMO energy is -10.300 eV. The value obtained for the gap between HOMO and LUMO is 4.68 eV. For the LUMO energy, the calculation gives -5.62 eV.

```
122
C57H59FN3O2 ωB97M-V with the def2-TZVPD basis set
H -3.07802 0.98065 7.99764
C -2.66869 -1.74740 2.14702
C 2.70369 2.57972 -5.34977
C 1.30896 3.80785 -6.89354
C -3.97422 4.25699 7.83660
H -6.14457 4.75916 6.21318
H 3.06337 -2.84807 5.30473
H -0.13294 -1.95792 -2.15154
H 1.87661 -0.49059 -5.65613
C 0.65595 -2.05224 -2.89258
C 5.36824 7.71652 -8.01021
C -6.97850 5.44262 6.07969
H 6.21398 -3.03032 9.13512
H 0.40223 3.88250 -7.48767
H -4.99949 -6.07085 -0.99105
H 3.26755 -4.06741 -3.72050
C 3.75515 -2.88372 6.14191
H -8.04038 4.73108 7.81432
C 5.60990 -6.70166 -8.06567
H -5.52494 5.17673 9.01595
C -4.95851 -7.29569 -2.76346
H -4.69610 0.06620 4.31435
C 1.78739 -1.22618 -4.86062
N -1.71176 -1.79048 6.18242
O 0.84735 -1.10490 6.73664
H 2.58068 -4.94553 -6.40194
H 6.60719 6.41612 -6.81977
C -2.74047 -1.12383 3.65481
C -3.61046 1.90041 8.22409
H 4.70519 -8.54378 -7.40884
H 2.77362 -7.41854 -6.33142
H 6.84915 -4.03632 6.95721
C 3.53776 -6.82781 -6.83046
C -0.40198 -1.62099 6.57048
C 6.41420 7.43985 -7.12934
H -6.14858 6.35525 4.31285
H 2.88507 1.69597 -4.74369
C -9.11937 6.29771 6.80269
C 2.68844 -2.28818 -4.78922
C 5.52604 -2.98650 8.29536
H -1.27308 -5.03230 -0.31989
H 0.07266 -0.27689 -3.96555
H 3.48311 -2.37736 -5.52492
C 3.40019 4.75364 -6.13977
H 4.29754 9.24748 -9.08337
C 4.28729 -2.36236 8.43995
H -1.01403 -5.85226 2.14006
C 3.40104 -2.31208 7.36435
H 7.59058 10.59781 -6.67381
C -8.04539 5.42546 6.97769
C -4.98623 4.25920 8.79616
H -9.95180 6.28260 7.50123
H 4.12558 5.56348 -6.15105
H 5.27643 -3.93906 5.04016
H -3.14878 -4.60126 -1.74813
C -4.61612 1.90475 9.19024
C 2.56845 -3.23701 -3.77343
C 2.23892 4.84781 -6.90624
C 4.62479 -7.46042 -7.43294
H 4.01183 -1.91539 9.39204
H -1.10415 1.13079 3.92007
C 3.42976 -5.43798 -6.86863
H -4.69454 -8.33125 -4.63449
C 4.99764 -3.49965 5.99466
C -1.76393 1.45336 3.00776
C -1.82864 -2.07440 4.69365
C 5.91646 10.06781 -7.92238
C 1.54424 2.67219 -6.11912
C -5.30558 3.08301 9.47502
H 0.82295 1.85880 -6.11450
H -0.43841 -4.01263 4.52881
C -3.48441 -5.42099 -2.37844
H -4.86335 0.98884 9.72116
H 1.45698 -3.85986 -2.03600
C 6.96583 9.79059 -7.04592
C 5.88229 -3.55320 7.07136
C -8.05383 7.21380 4.83779
F 0.89882 -5.49604 -0.20410
H 4.53313 3.55136 -4.75683
H -3.10258 0.54580 5.19998
C -4.52546 -6.24576 -1.95331
C 4.41191 -4.67954 -7.50611
C -1.13452 -3.29892 3.86981
H -0.03895 -3.55384 -0.13118
O -3.21715 1.32761 3.21518
C 5.50377 -5.31155 -8.10055
H 6.45962 -7.19417 -8.53099
C 0.77262 -1.10658 -3.91157
C -9.12504 7.19027 5.73040
H 6.27241 -4.72031 -8.59227
H 0.65209 -4.93345 2.29028
H 5.72237 11.09171 -8.23093
H -2.05733 -5.00904 -3.93911
H -8.05495 7.91400 4.00616
H 8.02549 8.26158 -5.95868
N -1.20293 -3.65463 2.42439
H -1.43899 0.86800 2.02733
N -1.96699 -2.91678 1.58147
C -6.98166 6.33897 5.01068
H -2.83653 -6.86811 -5.38666
H -2.50024 3.07579 6.79961
H -6.09160 3.08523 10.22562
H 4.32674 -3.59691 -7.53827
C 5.11685 9.03099 -8.40238
C -4.35325 -7.51672 -4.00029
H -1.51280 2.60518 2.81965
C -3.30966 -6.69428 -4.42383
C -0.43679 -4.85490 1.82888
C 1.55132 -3.11944 -2.82659
H -3.31846 -1.13859 1.34794
H 2.05809 5.73079 -7.51350
C -3.54509 0.21795 4.14078
H -3.72111 5.17486 7.31163
C -0.28922 -4.66914 0.20234
C 7.21144 8.47719 -6.64641
C 3.63099 3.62197 -5.35811
C -3.28726 3.07787 7.54908
H -5.76781 -7.94002 -2.43141
H -9.96343 7.86743 5.59155
C -2.87294 -5.64772 -3.61112
H 2.43480 -1.82773 7.47787
H 4.74923 6.90810 -8.38967
```

=====

No. 2
C31H30FIN5O5Pt | ωB97M-V with the def2-TZVPD basis set

Its net charge is +1. Its HOMO energy is -8.730 eV. The value obtained for the gap between HOMO and LUMO is 5.45 eV. The energy relative to the best compared isomer or geometry (same formula, charge and spin) comes out at 12.4 kJ/mol. For the LUMO energy, the calculation gives -3.28 eV.

```
74
C31H30FIN5O5Pt ωB97M-V with the def2-TZVPD basis set
O -0.29113 1.69131 -0.08524
C 1.31078 3.03646 4.40209
H 0.66474 -2.45510 6.05795
C 4.06665 0.61245 -5.71925
C 0.53863 -2.53851 4.98692
H 0.51351 2.48391 4.91175
O 0.12399 -0.25496 -1.94058
H 0.49773 -0.43656 4.73898
H -0.28537 5.34434 -1.09636
H -0.37204 2.39081 -11.21945
C 0.68029 0.87360 2.59238
H 3.04635 2.59132 5.22262
H 3.46660 2.72644 -6.04612
C 4.17228 1.96782 -6.35775
H 1.41258 3.99914 4.90355
F -2.26522 -0.01990 -6.13839
C 0.66816 0.76098 -10.38595
H 0.13964 -4.81758 2.53505
H 1.32630 -0.52923 -8.79140
H -1.35308 -0.20840 -3.75563
N -0.38109 1.84183 -10.36161
C 3.23050 -0.40322 -1.07326
C -0.01661 0.38217 -6.82374
H 2.05793 0.72871 -7.18189
C 0.17786 -2.69206 2.27085
C -1.73713 0.79230 -8.61074
C 0.56036 2.21146 2.09562
H 5.14802 1.98666 -4.37562
H 1.16567 5.38723 3.13006
H 4.29930 -0.25402 -6.32734
C 1.11229 -0.12144 -2.71644
C 0.43968 -3.78618 4.38788
O 2.52543 2.28340 4.47678
C 3.36494 0.11643 -3.45830
H -2.50163 1.95875 -10.29975
H -2.17779 1.57479 -7.99783
C 0.24453 -3.85752 3.02204
H -0.18174 -1.04874 -9.52173
H 6.18419 1.25781 -5.68053
O 4.46152 -0.37566 -1.14402
O 2.49742 -0.61921 -0.08346
H 0.47905 3.85518 -1.69951
C 0.46363 -1.38712 4.22788
N -0.35179 0.58689 -8.19284
C 0.74337 0.05918 -4.12714
H -1.82854 0.39402 -10.77472
Pt 0.11092 -0.28188 0.06788
C 0.89789 4.55306 2.49280
H 1.18491 0.78895 3.54600
C 0.32249 -1.43248 2.83694
C 5.19055 1.52258 -5.35120
C 0.93405 3.27893 2.96767
H 4.45927 2.00636 -7.40031
C -0.24555 4.26310 -0.98988
H -0.15973 2.45664 -9.57463
C 1.30773 0.48007 -6.44541
N 3.02982 0.37646 -4.73928
N 0.25079 -0.22604 2.05054
C 0.13025 2.53228 0.80157
I -0.18675 -2.92085 0.23619
H 1.63733 1.25073 -10.31995
C 0.15358 3.92192 0.41347
C -0.59886 -0.01900 -4.50743
H -2.36209 -0.09866 -8.51913
H 0.58839 0.24621 -11.34101
C 2.50559 -0.12965 -2.42461
N 0.53016 4.86997 1.22179
H 4.42101 0.10726 -3.21700
H 0.49036 -4.69164 4.97684
H -1.21149 3.82226 -1.23783
C 0.38664 -0.16926 -9.19608
C -1.72526 1.22929 -10.08563
C -0.95864 0.12144 -5.81444
C 1.70121 0.30555 -5.11290
```

=====

No. 3
C22H36BrFN3O6 | ωB97M-V with the def2-TZVPD basis set

Its net charge is +1. Its HOMO energy is -12.169 eV. The value obtained for the gap between HOMO and LUMO is 8.52 eV. For the LUMO energy, the calculation gives -3.65 eV.

```
69
C22H36BrFN3O6 ωB97M-V with the def2-TZVPD basis set
H 5.97724 3.61831 -2.39759
C -7.68037 -4.30456 3.38830
O -3.68238 -2.62294 2.19991
C 3.91122 2.92377 0.33128
H -1.29521 3.56448 -1.07111
C 5.24271 0.64042 -1.95728
C 0.83486 -0.80518 -1.89221
C -2.76460 -2.06059 3.11739
C 1.61625 3.83076 -0.29385
H 3.63989 1.97941 -0.15298
C -0.17407 -1.41481 0.32224
H -4.35546 -1.96379 1.97991
O 5.76354 1.78262 -1.45296
H 2.00631 -1.37551 -4.15976
C -7.54153 -3.61672 4.73433
H 4.19962 4.66257 -0.95861
H 1.63438 -2.83583 -1.97674
H -2.74851 -2.65058 4.03576
O 4.98884 -0.27972 -1.23288
C 4.76651 3.79377 -0.60475
H 0.39267 -1.96613 -4.60433
C -1.07141 0.50349 -0.83581
H 2.88022 4.52203 1.36786
N -1.97774 0.68885 0.11576
C 5.12492 0.57449 -3.45744
C -1.12647 1.58003 -1.88930
H 4.52759 2.64269 1.18822
H 1.61183 -2.30278 0.04025
C 5.22010 3.05127 -1.85102
N -1.98891 -0.17470 1.10709
C -6.65987 -2.31112 3.12665
H -0.68398 1.24098 -2.82196
H 1.17010 4.82657 -0.23561
C -1.17875 -1.20687 1.29805
H 4.54819 1.39802 -3.87842
N 0.71331 -2.44697 0.48806
H 0.84692 -2.75170 1.44120
H 4.36665 2.89719 -2.51438
H -8.67044 -4.69866 3.18518
H -0.62685 -1.81789 3.26982
H -6.92935 -5.08817 3.28494
O -6.60410 -2.58352 4.44665
H 0.63009 -0.12120 -2.70943
O -7.37674 -3.23728 2.47730
C 1.26411 -2.15670 -3.97753
H -2.71905 0.00512 1.78459
H 1.02237 1.78687 -0.30679
H 5.63500 4.16497 -0.05849
C 2.63722 3.59991 0.83558
C -0.49188 2.90394 -1.40465
H -0.06927 -2.71536 -2.34952
C -0.15631 -0.57687 -0.79309
H 0.00394 2.83245 0.69471
H -2.18362 1.75415 -2.09724
H 4.65388 -0.36921 -3.72529
C 0.52309 2.76354 -0.26521
H 1.71392 -3.09569 -4.30150
O -6.14089 -1.36693 2.61358
H -0.02337 3.40119 -2.25735
H 2.12901 3.75320 -1.25867
H -8.45635 -3.15939 5.11279
F -7.03092 -4.42330 5.68492
Br 2.61188 -0.27732 -1.24130
H 2.17866 2.93014 1.57193
C -1.36758 -2.08220 2.50448
H -3.07024 -1.05342 3.42623
H 6.12470 0.62759 -3.89210
H -1.16199 -3.11051 2.19590
C 0.89646 -2.22067 -2.49371
```

=====

No. 4
C20H32N7O2RuS3 | ωB97M-V with the def2-TZVPD basis set

Its spin multiplicity is 2. Its net charge is +2. Its HOMO energy (alpha / beta) is -12.928 / -12.928 eV. The value obtained for the gap between HOMO and LUMO (alpha / beta) is 7.73 / 5.80 eV. The energy relative to the best compared isomer or geometry (same formula, charge and spin) comes out at 0.0 kJ/mol. For the LUMO energy (alpha / beta), the calculation gives -5.20 / -7.13 eV.

```
65
C20H32N7O2RuS3 ωB97M-V with the def2-TZVPD basis set
H -0.64536 1.45286 -3.14601
H -3.18558 1.36806 1.89964
H 6.69686 3.97381 -0.53827
H 3.22631 -2.82664 -3.68250
H 4.06719 -3.17808 4.00244
H -1.47398 -1.48067 -0.34437
H 4.02343 0.63898 4.18351
C 4.30577 4.77478 1.74706
N -1.47364 -0.47158 -0.45346
H 2.38050 0.41213 2.51727
H 2.55596 3.61509 2.12731
C -2.34957 0.75219 1.55941
H 1.41750 -3.29315 3.62990
H -3.40343 -0.72514 0.43150
C 3.46029 3.71298 1.54213
C 3.86643 -0.38877 3.86196
N 3.00947 0.73262 -0.53704
N 2.09375 -2.54750 3.68027
Ru 0.33602 0.28765 0.50978
C 3.74930 2.72549 0.58290
H 4.61921 -1.39662 5.60566
H 2.76331 -4.29502 -1.02428
C 4.93313 2.83473 -0.17641
H -0.76261 1.72006 2.39343
H 2.98083 -3.34459 5.38327
C -1.15592 2.84575 0.74254
H -2.01678 2.30643 -1.17242
C -2.69050 0.07717 0.24070
C 3.26232 -2.69378 4.55859
O 1.76059 1.56559 1.19534
H 2.92757 -0.91910 5.72136
O 5.30263 1.95550 -1.11592
H 0.86489 2.17092 -1.29759
C -0.34790 0.84561 -2.28798
C -1.07402 2.66692 -0.76707
S 0.36261 -1.40952 2.04413
N 1.99686 -0.22980 -0.60687
C 3.68757 -1.32048 5.04875
C 5.79131 3.91375 0.04942
H 6.15635 5.69578 1.14947
H -0.87709 3.62690 -1.24552
H 4.72018 -0.68523 3.24899
H -1.29757 -1.07169 -2.48578
H 4.42131 -3.73893 -2.73960
C 2.80573 1.63121 0.39186
H -2.43928 0.21815 -2.20357
H 0.55873 0.31129 -2.56240
H -0.29550 3.41938 1.08680
S 3.95817 -1.62343 -1.74113
N 2.65032 -0.41508 3.03892
C 2.41016 -3.83119 -1.94346
C 3.52743 -3.12008 -2.67830
H 4.61019 1.27504 -1.21579
H -2.16144 -0.00562 2.32034
H 4.06961 5.53024 2.48263
N -1.09599 1.53705 1.45070
H 1.92364 -4.58112 -2.56481
C 5.47992 4.86623 0.99203
C -1.45629 -0.15475 -1.92161
C 2.34046 -1.33182 -1.18812
S 1.16697 -2.57833 -1.51324
N -0.01167 1.68712 -1.11710
H -2.06111 3.38752 1.02389
H -3.18399 0.76904 -0.43623
C 1.83996 -1.44712 2.99157
```

=====

No. 5
C18H15ClN | ωB97M-V with the def2-TZVPD basis set

Its net charge is +1. Its HOMO energy is -12.616 eV. The value obtained for the gap between HOMO and LUMO is 8.31 eV. For the LUMO energy, the calculation gives -4.31 eV.

```
35
C18H15ClN ωB97M-V with the def2-TZVPD basis set
H -2.65271 2.28667 -3.29900
C -0.38853 -0.35919 2.68970
H -1.25701 -0.99940 2.49721
H -0.20282 -1.03032 4.72606
C -1.76326 2.23369 -2.67842
N -0.30018 -1.45640 -0.38071
H -2.59885 0.79041 -1.33114
C -1.69049 1.35124 -1.61368
Cl 0.79459 -5.26669 -2.53397
C 0.55323 -1.43500 -1.42026
C -0.52839 1.22194 -0.80032
C -0.89580 -2.61423 -0.03424
H 1.76718 0.45628 5.22842
H -0.73015 3.83909 -3.74513
C 1.24234 0.51859 4.26361
C -0.64737 0.37893 0.38992
H -1.65853 -2.60367 0.75146
H 1.29666 2.33071 1.32554
C 0.63618 1.95103 -1.19036
C 0.52191 2.90861 -2.22018
C 1.70022 1.39707 3.26281
H -1.03135 -4.79555 -0.33389
C 0.95131 -2.58256 -2.11828
C 0.07493 0.51024 1.63415
C 0.17926 -0.34497 3.95987
H 1.40033 3.52164 -2.43544
C 0.35520 -3.81063 -1.70216
H 0.93764 -0.45505 -1.73191
H 1.58648 1.79288 -0.64852
H 2.55725 2.03917 3.46336
H -1.69746 0.03759 0.55771
H 1.65172 -2.53595 -2.93713
C -0.67074 3.09851 -2.94677
C 1.07207 1.47145 2.00874
C -0.56485 -3.84611 -0.65705
```

=====

No. 6
C9H9N3O2 | ωB97M-V with the def2-TZVPD basis set

Its net charge is 0. As for the SMILES: O=c1cc[nH]c(=O)[nH]1.c1ccncc1. Its HOMO energy is -9.492 eV. The value obtained for the gap between HOMO and LUMO is 9.92 eV. The energy relative to the best compared isomer or geometry (same formula, charge and spin) comes out at 268.8 kJ/mol. For the LUMO energy, the calculation gives 0.43 eV.

```
23
C9H9N3O2 ωB97M-V with the def2-TZVPD basis set
H 1.86935 -3.61617 -2.23001
O 2.21629 0.03657 0.47493
C 2.14597 -2.03498 -0.80566
H 0.12698 0.29008 -0.05253
H 0.99672 2.93113 0.35960
O -1.68628 -1.05279 -1.31168
H -1.09152 3.03462 -0.81567
C 0.17686 2.45470 0.73048
H 3.28028 -2.20076 -0.90832
H -2.69657 0.36839 2.13303
C -0.97077 2.40321 0.02686
H 1.05313 1.81279 2.57465
C -0.52277 -1.41966 -1.17508
N 0.43735 -0.59962 -0.55480
N -0.76380 0.94488 2.42471
C 1.67705 -0.79990 -0.19627
C 1.28670 -2.84451 -1.50107
N -0.04913 -2.53910 -1.62596
C -2.10935 1.76456 0.53364
C 0.14231 1.76010 1.92773
C -1.93275 1.05662 1.67270
H -2.96825 1.63608 0.07842
H -0.61778 -3.38623 -1.75969
```

=====

Number 1: calculated total energy -2621.314862 Ha. Number 2: calculated total energy -2365.877324 Ha. Number 3: calculated total energy -4149.266130 Ha. Number 4: calculated total energy -2604.144790 Ha. Number 5: calculated total energy -1209.584513 Ha. Number 6: calculated total energy -663.066871 Ha.